Entry from the OMol25 dataset: C17H25NO4 in the gas phase at a distorted geometry (ωB97M-V with the def2-TZVPD basis set).

Properties
Highest occupied orbital energy, eV: -8.29
SMILES: CCC(=O)O[C@]1(c2ccccc2)CCN(C[C@H](O)CO)[C@H]1C
Calculated total energy, eV: -27711.5751
Energy relative to the best compared isomer or geometry (same formula, charge and spin), kcal per mole: 107.7
Frontier orbital gap, eV: 8.9357

Cartesian coordinates (Å):
C -3.28284 -3.31284 2.31563
C -1.77513 -3.91010 2.19328
C -0.87669 -3.14962 1.27571
O 0.30922 -3.51794 1.09410
O -1.33455 -1.99742 0.61568
C -0.52390 -0.90926 -0.06962
C -1.57845 0.04761 -0.61688
C -2.67309 0.34436 0.13735
C -3.64886 1.29155 -0.28193
C -3.63133 1.83291 -1.54997
C -2.56879 1.55938 -2.38073
C -1.52814 0.71356 -1.88820
C 0.13410 -1.38664 -1.29181
C 1.43777 -0.64727 -1.44530
N 1.64615 0.11113 -0.24170
C 2.90992 0.83350 0.11793
C 3.06375 2.32961 -0.22152
O 2.36102 2.77757 -1.39139
C 4.57186 2.83897 -0.22943
O 5.21394 2.37573 -1.39681
C 0.62637 -0.18619 0.74554
C 0.20602 1.07345 1.52831
H -3.61227 -3.33770 1.30374
H -3.87038 -4.00429 2.98887
H -3.41024 -2.20313 2.60678
H -1.38022 -3.99935 3.20174
H -1.87063 -4.85189 1.64498
H -2.69200 -0.12476 1.05693
H -4.49035 1.46938 0.28203
H -4.46587 2.39225 -1.94154
H -2.50113 1.96902 -3.34543
H -0.68266 0.55655 -2.58270
H -0.39846 -1.47784 -2.21912
H 0.35238 -2.37011 -1.07904
H 1.27408 -0.00144 -2.28918
H 2.18036 -1.34958 -1.70518
H 3.69455 0.33812 -0.36127
H 3.09728 0.70153 1.19978
H 2.57507 2.80396 0.69150
H 1.46166 2.35289 -1.61058
H 4.59428 3.95160 -0.27994
H 5.10365 2.49737 0.57631
H 4.48093 2.02515 -1.93580
H 1.08166 -0.84690 1.44948
H 1.03772 1.48831 2.04235
H -0.49253 0.91903 2.38005
H -0.12523 1.98974 0.90700